No. 1
{"formula": "C32H68Br2FIN4O2Si2", "method": "ωB97M-V/def2-TZVPD", "species": ["C", "C", "C", "N", "C", "C", "C", "C", "C", "C", "C", "O", "C", "N", "N", "C", "C", "C", "C", "C", "C", "F", "C", "O", "C", "C", "C", "C", "C", "I", "C", "Br", "C", "C", "Br", "H", "H", "H", "H", "H", "H", "H", "H", "H", "H", "H", "H", "H", "H", "H", "H", "H", "H", "H", "H", "H", "H", "H", "H", "H", "H", "H", "H", "H", "H", "H", "H", "H", "H", "H", "H", "H", "H", "H", "H", "H", "H", "H", "H", "H", "H", "H", "H", "H", "H", "C", "Si", "C", "C", "N", "Si", "C", "C", "C", "H", "H", "H", "H", "H", "H", "H", "H", "H", "H", "H", "H", "H", "H", "H", "H", "H", "H"], "positions_angstrom": [[-0.378, -2.907, -3.557], [-0.652, -2.049, -2.597], [-0.245, -2.295, -1.180], [0.517, -1.315, -0.363], [0.832, -1.860, 0.928], [2.262, -2.392, 1.120], [2.316, -3.900, 0.904], [1.603, -4.650, 2.057], [0.505, -5.612, 1.569], [-0.926, -5.160, 1.899], [-1.966, -5.598, 0.873], [-1.426, -5.473, -0.431], [-2.414, -5.270, -1.418], [3.350, -1.609, 0.334], [4.594, -2.326, 0.384], [5.174, -3.174, -0.640], [6.495, -3.727, -0.084], [7.624, -3.632, -1.105], [2.907, -0.983, -1.001], [3.879, 0.105, -1.512], [5.391, 0.067, -1.327], [5.832, 1.366, -1.559], [2.741, -2.104, -2.060], [3.763, -2.072, -3.032], [3.309, -2.378, -4.340], [1.466, -0.305, -0.774], [1.138, 0.409, -2.115], [-0.257, 1.046, -2.291], [-0.271, 2.556, -2.126], [-2.273, 3.249, -2.326], [1.416, 0.903, 0.337], [-0.459, 1.113, 0.864], [2.315, 0.935, 1.623], [3.730, 1.488, 1.395], [1.582, 2.076, 3.032], [-0.812, -2.803, -4.540], [0.255, -3.764, -3.366], [-1.294, -1.217, -2.828], [-1.182, -2.454, -0.635], [0.244, -3.276, -1.174], [0.578, -1.154, 1.720], [0.179, -2.713, 1.090], [2.547, -2.197, 2.157], [3.326, -4.284, 0.810], [1.806, -4.158, -0.022], [2.355, -5.210, 2.609], [1.165, -3.942, 2.763], [0.596, -5.763, 0.498], [0.658, -6.589, 2.027], [-0.987, -4.079, 2.022], [-1.203, -5.588, 2.864], [-2.850, -4.960, 0.958], [-2.299, -6.625, 1.054], [-1.915, -5.238, -2.383], [-3.146, -6.082, -1.427], [-2.944, -4.326, -1.261], [3.551, -0.790, 0.901], [4.825, -2.550, 1.337], [4.529, -4.014, -0.915], [5.361, -2.642, -1.559], [6.785, -3.126, 0.781], [6.365, -4.755, 0.245], [7.890, -2.591, -1.284], [7.350, -4.096, -2.051], [8.516, -4.136, -0.739], [3.569, 1.066, -1.113], [3.719, 0.184, -2.583], [5.724, -0.206, -0.333], [5.878, -0.564, -2.064], [1.785, -1.999, -2.550], [2.732, -3.081, -1.576], [2.618, -1.615, -4.704], [2.821, -3.353, -4.370], [4.181, -2.405, -4.985], [1.333, -0.243, -2.959], [1.841, 1.235, -2.217], [-1.000, 0.600, -1.640], [-0.584, 0.848, -3.311], [0.314, 3.062, -2.887], [0.018, 2.884, -1.135], [1.605, 1.851, -0.158], [2.360, -0.023, 2.130], [3.727, 2.286, 0.656], [4.444, 0.741, 1.055], [4.121, 1.902, 2.317], [-6.652, 3.395, 0.319], [-5.869, 4.936, 1.107], [-4.914, 5.766, -0.317], [-4.512, 4.246, 2.260], [-7.024, 5.866, 1.837], [-6.855, 7.297, 2.663], [-6.154, 8.743, 1.641], [-5.762, 7.209, 4.221], [-8.543, 7.901, 3.279], [-5.909, 2.755, -0.174], [-7.158, 2.801, 1.084], [-7.393, 3.693, -0.426], [-4.330, 5.009, -0.850], [-4.217, 6.525, 0.050], [-5.603, 6.241, -1.018], [-4.973, 3.802, 3.145], [-3.829, 5.034, 2.590], [-3.909, 3.473, 1.764], [-5.090, 8.605, 1.425], [-6.259, 9.700, 2.165], [-6.687, 8.818, 0.691], [-6.057, 6.354, 4.833], [-5.855, 8.114, 4.834], [-4.704, 7.096, 3.964], [-8.990, 7.154, 3.939], [-9.218, 8.054, 2.434], [-8.468, 8.844, 3.832]], "mulliken_charge": [-1.29, -0.57, 0.44, 1.11, -1.24, -0.09, -0.16, -1.23, -0.87, -0.58, -0.88, -0.24, -0.86, 0.67, -0.75, -0.10, -0.61, -1.36, 1.97, -1.79, -0.87, -0.44, -0.85, -0.30, -0.75, 0.13, -0.52, -2.22, -1.19, 0.08, -1.41, 0.08, -0.18, -0.99, -0.03, 0.32, 0.31, 0.60, 0.69, -0.24, 0.22, -0.12, 0.37, 0.51, -0.09, 0.52, 0.58, 0.48, 0.50, 0.21, 0.46, 0.41, 0.43, 0.17, 0.36, 0.39, 0.55, 0.34, 0.28, 0.20, 0.26, 0.36, 0.32, 0.33, 0.44, 0.69, 0.86, 0.26, 0.31, 0.08, 0.05, 0.26, 0.29, 0.31, -0.04, 1.01, 0.62, 0.75, 0.58, 0.39, 0.97, 0.18, 0.32, 0.15, 0.68, -1.00, 0.07, -0.43, -0.74, -0.05, 0.13, -1.06, -1.06, -1.03, 0.23, 0.26, 0.26, -0.33, 0.28, 0.29, 0.28, 0.27, 0.06, 0.29, 0.35, 0.26, 0.26, 0.35, 0.29, 0.25, 0.25, 0.27], "lumo_ev": -1.0882, "total_charge": 0, "multiplicity": 1, "homo_lumo_gap_ev": 3.755}

No. 2
{"formula": "C18H23N5OS", "method": "ωB97M-V/def2-TZVPD", "species": ["N", "C", "C", "N", "N", "C", "N", "C", "C", "C", "C", "C", "N", "C", "O", "C", "C", "C", "C", "C", "C", "C", "C", "C", "S", "H", "H", "H", "H", "H", "H", "H", "H", "H", "H", "H", "H", "H", "H", "H", "H", "H", "H", "H", "H", "H", "H", "H"], "positions_angstrom": [[-9.861, 0.938, -1.669], [-8.945, 0.536, -1.105], [-7.818, 0.043, -0.378], [-7.467, -1.189, -0.440], [-6.383, -1.399, 0.329], [-5.843, -0.328, 1.039], [-4.864, -0.287, 1.828], [-4.125, -1.519, 2.058], [-3.092, -1.790, 0.964], [-2.382, -3.146, 1.183], [-0.915, -2.888, 0.847], [-0.703, -1.477, 1.383], [0.542, -0.893, 0.928], [1.007, 0.270, 1.452], [0.459, 0.851, 2.370], [2.232, 0.755, 0.823], [3.247, 1.151, 0.316], [4.471, 1.637, -0.319], [5.093, 0.569, -1.229], [6.370, 1.087, -1.884], [6.113, 2.378, -2.657], [5.488, 3.440, -1.758], [4.207, 2.932, -1.103], [-1.967, -0.732, 0.931], [-6.842, 1.079, 0.636], [-6.016, -2.333, 0.361], [-3.606, -1.420, 3.014], [-4.796, -2.385, 2.162], [-3.609, -1.796, 0.000], [-2.465, -3.436, 2.235], [-2.819, -3.952, 0.593], [-0.234, -3.619, 1.282], [-0.767, -2.888, -0.239], [-0.673, -1.501, 2.475], [1.009, -1.276, 0.123], [5.187, 1.865, 0.479], [5.291, -0.336, -0.653], [4.362, 0.304, -2.001], [7.121, 1.275, -1.108], [6.785, 0.323, -2.543], [7.042, 2.749, -3.094], [5.434, 2.168, -3.491], [6.204, 3.720, -0.978], [5.276, 4.347, -2.328], [3.454, 2.724, -1.870], [3.784, 3.684, -0.437], [-1.808, -0.366, -0.086], [-2.184, 0.131, 1.559]], "mulliken_charge": [-0.40, 0.33, 0.36, -1.12, 0.59, 0.43, -0.48, -1.42, 0.96, -1.21, -0.85, 0.14, -0.18, 0.48, -0.62, 0.02, -0.73, 0.81, -0.92, -0.69, -0.62, -0.66, -0.89, -1.28, -0.14, 0.31, 0.46, 0.41, 0.54, 0.38, 0.37, 0.42, 0.38, 0.19, 0.29, 0.30, 0.40, 0.32, 0.33, 0.33, 0.32, 0.31, 0.34, 0.31, 0.33, 0.39, 0.25, 0.39], "lumo_ev": 0.0751, "smiles": "N#Cc1n[nH]/c(=N\\C[C@@H]2CC[C@@H](NC(=O)C#CC3CCCCC3)C2)s1", "total_charge": 0, "multiplicity": 1, "homo_lumo_gap_ev": 8.949}

No. 3
{"formula": "C2H14O5", "method": "ωB97M-V/def2-TZVPD", "species": ["C", "C", "H", "H", "H", "H", "H", "H", "O", "H", "H", "O", "H", "H", "O", "H", "H", "O", "H", "H", "O"], "positions_angstrom": [[1.436, -1.909, -3.181], [2.410, -1.242, -3.801], [0.812, -2.716, -3.418], [1.526, -1.495, -2.159], [3.182, -1.661, -4.483], [2.720, -0.230, -3.348], [-2.443, 4.209, 0.225], [-1.241, 3.892, 1.077], [-1.918, 3.487, 0.463], [-1.283, 2.013, 1.567], [-0.717, 0.775, 0.524], [-0.549, 1.395, 1.293], [-1.683, -1.662, 1.198], [-0.270, -2.282, 0.770], [-0.934, -1.635, 0.571], [-1.398, 0.982, 3.884], [-1.675, 0.310, 2.483], [-2.161, 0.665, 3.216], [1.855, -0.741, 1.505], [0.880, -0.735, 0.647], [1.451, -1.420, 0.968]], "mulliken_charge": [-0.36, -0.42, 0.32, 0.08, 0.21, 0.18, 0.28, 0.33, -0.62, 0.42, 0.30, -0.72, 0.28, 0.37, -0.65, 0.33, 0.35, -0.67, 0.32, 0.30, -0.64], "lumo_ev": 0.4285, "smiles": "C=C.O.O.O.O.O", "total_charge": 0, "multiplicity": 1, "homo_lumo_gap_ev": 9.707}

No. 4
{"formula": "C2H4F3NO4STb", "method": "ωB97M-V/def2-TZVPD", "species": ["O", "C", "Tb", "H", "H", "H", "O", "H", "N", "S", "O", "O", "C", "F", "F", "F"], "positions_angstrom": [[-0.630, -2.342, 0.044], [-0.737, -3.302, 1.069], [1.146, -1.510, -1.058], [-0.409, -2.871, 2.028], [-1.789, -3.605, 1.195], [-0.115, -4.185, 0.859], [-0.785, 0.169, -0.459], [-1.365, -1.045, 0.018], [0.128, 0.562, -1.483], [0.684, 2.047, -1.380], [2.101, 2.298, -1.657], [-0.266, 2.899, -2.099], [0.534, 2.632, 0.403], [-0.671, 3.125, 0.630], [1.447, 3.549, 0.682], [0.727, 1.578, 1.207]], "mulliken_charge": [-0.82, -0.54, 1.67, 0.30, 0.24, 0.25, -0.51, 0.58, -0.30, 1.16, -0.59, -0.56, 0.70, -0.19, -0.19, -0.21], "lumo_ev": [-6.9133, -5.3799], "total_charge": 1, "s2": 13.0116, "multiplicity": 7, "homo_lumo_gap_ev": [6.981, 7.541]}

No. 5
{"formula": "C9H14N4O3", "method": "ωB97M-V/def2-TZVPD", "species": ["C", "C", "C", "C", "C", "C", "C", "C", "C", "H", "H", "H", "H", "H", "H", "H", "H", "H", "H", "H", "H", "H", "H", "N", "N", "N", "N", "O", "O", "O"], "positions_angstrom": [[-2.861, -0.654, 0.762], [-2.776, -0.659, -0.699], [-2.626, 0.701, 1.509], [-0.333, 0.390, -0.827], [-0.396, 1.879, -0.427], [0.987, 0.050, -1.423], [2.229, -0.285, -0.571], [3.287, -1.128, -0.813], [3.947, 0.274, 0.837], [-1.746, -2.530, 0.736], [-1.307, -1.359, 2.280], [-3.820, -0.867, 0.756], [-2.205, 0.355, 2.733], [-1.553, 1.305, 0.876], [-3.486, 1.466, 1.609], [-1.781, 0.098, -2.246], [-0.395, -0.326, 0.010], [0.779, -0.676, -2.246], [1.221, 0.856, -2.266], [3.696, -1.689, -1.679], [4.356, 0.567, 1.743], [5.119, -1.263, -0.084], [1.021, 1.644, 0.720], [-2.109, -1.781, 1.452], [-1.485, -0.312, -1.377], [2.575, 0.413, 0.492], [4.316, -0.712, -0.097], [-3.801, -0.753, -1.465], [-1.194, 2.689, -0.981], [0.342, 2.308, 0.685]], "mulliken_charge": [-0.10, 0.28, -0.74, 0.30, -0.04, -1.25, 0.62, -0.55, -0.33, 0.30, 0.28, 0.58, 0.21, 0.24, 0.31, 0.29, 0.32, 0.47, 0.37, 0.29, 0.39, 0.18, 0.64, -0.69, -0.18, -0.40, -0.04, -0.64, -0.58, -0.52], "lumo_ev": 0.3663, "total_charge": 0, "multiplicity": 1, "homo_lumo_gap_ev": 9.611}

No. 6
{"formula": "C7H15Br6NO2", "method": "ωB97M-V/def2-TZVPD", "species": ["Br", "C", "C", "Br", "H", "H", "H", "H", "Br", "C", "C", "Br", "H", "H", "H", "H", "Br", "C", "C", "Br", "H", "H", "H", "H", "C", "N", "O", "O", "H", "H", "H"], "positions_angstrom": [[3.307, 2.042, -0.986], [1.571, 1.317, -1.699], [1.891, 0.447, -2.863], [3.235, -0.939, -2.386], [0.884, 2.116, -1.976], [1.130, 0.737, -0.888], [2.411, 1.068, -3.592], [1.069, -0.016, -3.410], [-0.431, 1.845, 1.270], [-1.502, 0.752, -0.057], [-0.803, -0.589, -0.120], [-1.762, -1.469, -1.527], [-1.490, 1.316, -0.990], [-2.545, 0.558, 0.195], [-0.670, -1.141, 0.810], [0.131, -0.377, -0.641], [-0.310, -5.637, -0.045], [1.000, -4.270, -0.432], [0.463, -2.894, 0.013], [1.826, -1.471, -0.556], [1.184, -4.339, -1.504], [1.981, -4.515, -0.025], [0.571, -2.976, 1.095], [-0.523, -2.588, -0.335], [-2.372, 3.005, 2.662], [-1.092, 3.052, 3.268], [-0.819, 2.096, 3.968], [-0.311, 3.952, 3.142], [-2.357, 2.104, 2.049], [-2.584, 3.899, 2.076], [-3.081, 2.913, 3.484]], "mulliken_charge": [-0.08, 0.26, -0.64, -0.14, 0.47, -0.63, 0.44, 0.41, -0.03, -0.93, -0.08, -0.16, 0.44, 0.66, 0.49, -0.52, -0.18, -0.71, -0.46, 0.06, 0.40, 0.41, 0.38, 0.26, -0.57, 0.70, -0.47, -0.52, 0.18, 0.25, 0.29], "lumo_ev": 0.0872, "total_charge": 0, "multiplicity": 1, "homo_lumo_gap_ev": 8.016}

Record order is preserved below.
DFT total energy: -210995.474, -39370.619, -12535.513, -53227.305, -21657.043, -433333.126 eV
Record order is preserved below.
Relative energy (zero: lowest compared OMol25 entry of this formula, charge and spin): 0.1636, 2.7047, 3.6440, 0.0455, 7.6580, 6.8700 eV